A cluster of 2 separate species, C4H14N3 in total. Source: OMol25; level of theory: ωB97M-V/def2-TZVPD.

Computed properties:
energy above the lowest of the compared OMol25 structures with the same formula, charge and spin	0.453	eV
gap between HOMO and LUMO	10.868	eV
DFT total energy	-8839.5693	eV

Geometry as ORCA input:
```
! RIJCOSX wB97M-V def2-TZVPD def2/J DEFGRID3
* xyz 1 1
C -0.47497 0.61182 1.72388
H -0.97009 1.86618 0.03934
C 0.35007 0.59247 3.00805
H -0.14417 -1.42957 1.28865
H 0.99685 -0.42593 0.64066
H 0.12672 1.46075 3.61221
H -1.56787 0.15840 -2.39606
H -0.47579 -0.54710 -0.07944
N -0.92662 -0.50712 -1.99719
H -0.67622 2.73290 1.55502
H 0.69745 2.05021 0.62470
H -1.52519 0.38816 1.93739
H 0.17350 -0.30762 3.59340
C 0.34527 -0.60942 -2.56183
H 1.41128 0.65628 2.77051
N 1.09914 -1.54888 -2.18143
C -0.34773 1.90216 0.92829
H 1.99847 -1.50576 -2.65063
H -1.35304 -1.41392 -1.83919
N 0.00277 -0.52498 0.84599
H 0.62826 0.19173 -3.25919
*
```